Entry from the Open Molecules 2025 dataset: a 12-piece molecular cluster, C68H59Br2N11O22 overall in a non-equilibrium geometry (wB97M-V/def2-TZVPD).

Last column: Mulliken charge in e.
Cartesian coordinates (Å):
1 C -15.689 -19.656 17.391  -0.50
2 N -14.395 -14.337 22.312  1.12
3 C -19.761 -13.724 18.753  -0.08
4 N -14.024 -19.113 23.588  1.17
5 O -20.526 -18.083 28.392  -0.65
6 N -20.424 -17.658 27.228  1.12
7 C -21.013 -17.441 21.737  0.72
8 C -18.061 -21.735 24.280  -0.26
9 C -23.983 -19.756 21.516  0.09
10 H -11.099 -17.558 21.688  0.39
11 H -18.327 -24.954 22.294  0.40
12 O -18.823 -15.024 17.082  -0.63
13 C -20.904 -13.073 19.259  -0.34
14 H -19.502 -13.523 28.981  0.35
15 C -24.419 -18.691 22.282  -0.57
16 C -20.028 -15.508 28.258  -0.53
17 H -13.590 -16.688 18.373  0.58
18 N -17.698 -10.367 24.651  1.02
19 C -25.520 -12.784 19.638  -0.74
20 C -12.386 -17.355 20.001  -0.55
21 C -12.602 -16.044 22.084  -0.10
22 H -25.194 -18.045 21.898  0.56
23 H -21.884 -19.486 17.859  0.45
24 C -17.022 -12.821 25.029  0.08
25 H -14.788 -19.114 17.144  0.46
26 H -23.142 -24.401 15.173  0.40
27 H -17.246 -10.263 27.273  0.50
28 O -24.067 -20.900 19.515  -0.60
29 H -15.113 -17.008 27.620  0.49
30 H -20.657 -20.738 16.244  0.57
31 H -25.241 -16.089 18.896  0.46
32 C -20.327 -19.093 14.878  -0.72
33 O -17.133 -16.978 19.356  -0.25
34 C -25.113 -15.182 19.468  -0.67
35 C -20.203 -16.195 21.292  0.12
36 C -24.146 -13.973 21.252  -0.70
37 O -15.114 -13.529 21.784  -0.62
38 C -15.050 -18.696 24.617  -0.53
39 Br -18.718 -16.025 22.539  0.04
40 C -17.955 -20.964 18.417  -0.57
41 H -18.823 -21.506 18.761  0.68
42 H -20.125 -21.886 24.623  0.60
43 H -22.038 -17.384 21.372  -0.70
44 N -16.656 -17.483 18.306  1.01
45 H -22.741 -19.107 25.170  0.45
46 C -22.539 -20.387 23.345  0.04
47 H -20.104 -17.193 13.799  0.43
48 H -11.681 -17.888 19.380  0.43
49 O -17.924 -9.232 25.109  -0.62
50 C -16.914 -21.675 17.823  -0.66
51 C -20.306 -16.230 27.104  -0.41
52 O -22.804 -15.646 17.585  -0.56
53 C -20.765 -12.124 20.387  -0.97
54 O -16.052 -24.569 21.124  -0.59
55 H -14.846 -15.083 19.830  0.49
56 C -24.785 -12.778 20.783  -0.26
57 C -16.418 -18.672 24.341  -0.65
58 O -20.710 -14.100 16.648  -0.59
59 H -21.065 -17.427 22.826  -0.08
60 O -20.437 -18.365 26.212  -0.51
61 H -20.393 -23.826 23.389  0.42
62 H -20.455 -13.621 24.916  0.60
63 C -20.065 -13.376 27.021  -1.04
64 N -19.802 -14.379 17.421  1.21
65 C -16.010 -13.406 27.118  -0.85
66 H -16.707 -19.182 23.433  1.25
67 H -17.489 -16.939 27.111  0.43
68 H -20.801 -15.291 21.407  -0.20
69 H -22.247 -26.788 15.043  0.35
70 H -21.241 -15.943 15.377  0.44
71 H -13.548 -18.272 26.110  0.55
72 H -18.334 -18.037 24.922  0.64
73 C -21.164 -17.004 15.561  -0.35
74 H -18.568 -18.918 18.939  -0.03
75 C -22.254 -24.055 17.070  -0.30
76 C -11.955 -17.033 21.291  -0.63
77 C -21.127 -26.589 16.796  -0.44
78 N -15.873 -23.732 22.010  1.00
79 H -12.239 -15.906 23.092  0.44
80 C -17.311 -18.070 25.269  -0.21
81 O -12.904 -19.414 24.022  -0.64
82 N -22.350 -16.749 17.775  0.88
83 O -23.451 -13.026 23.275  -0.65
84 C -21.433 -24.620 18.066  0.25
85 Br -20.104 -19.143 21.293  0.07
86 C -13.623 -15.345 21.552  -0.33
87 H -19.834 -16.244 20.268  0.27
88 H -16.089 -21.553 23.811  0.47
89 C -20.855 -25.900 17.949  -0.49
90 C -19.234 -22.333 24.207  -0.61
91 H -19.425 -11.367 21.893  0.50
92 C -20.464 -17.764 14.642  -0.70
93 O -14.781 -23.112 22.185  -0.57
94 H -25.875 -11.835 19.264  0.42
95 H -20.756 -27.597 16.683  0.35
96 C -18.461 -12.923 20.710  -0.49
97 H -23.913 -16.120 20.977  -0.19
98 H -21.817 -21.088 23.736  0.12
99 H -21.557 -11.441 20.659  0.49
100 O -14.413 -19.241 22.439  -0.50
101 H -16.150 -11.890 28.716  0.47
102 C -22.064 -26.143 15.889  -0.53
103 C -17.240 -11.498 25.519  -0.55
104 C -20.786 -19.684 16.051  -0.25
105 C -15.444 -17.429 26.682  -0.58
106 N -21.149 -23.847 19.276  0.98
107 H -17.698 -14.230 19.243  0.38
108 H -22.707 -23.085 17.208  0.50
109 H -19.952 -12.302 27.020  0.55
110 C -21.487 -18.982 16.990  -0.37
111 C -16.361 -12.190 27.700  -0.68
112 H -17.511 -12.933 21.224  0.56
113 H -26.171 -13.916 18.078  0.39
114 H -19.923 -16.006 29.210  0.53
115 C -19.367 -23.492 23.431  -0.35
116 C -18.222 -24.011 22.808  -0.63
117 H -19.838 -19.725 14.152  0.40
118 C -21.669 -17.576 16.722  0.00
119 C -25.603 -13.983 18.995  -0.27
120 O -21.160 -22.628 19.194  -0.30
121 C -22.556 -24.841 15.967  -0.52
122 C -20.466 -15.532 25.927  0.28
123 C -13.349 -16.637 19.425  -0.63
124 N -23.444 -14.002 22.545  1.08
125 H -15.401 -14.039 27.746  0.39
126 C -20.293 -14.152 25.842  -0.40
127 C -17.015 -11.242 26.882  -0.30
128 C -19.866 -14.129 28.164  -0.36
129 C -18.588 -13.682 19.513  -0.11
130 C -23.020 -19.371 24.160  -0.40
131 C -17.876 -19.581 18.443  0.26
132 C -16.828 -17.451 26.428  -0.67
133 O -25.534 -19.262 19.851  -0.60
134 C -16.935 -22.206 23.656  -0.37
135 O -16.073 -16.810 17.445  -0.58
136 C -19.554 -12.064 21.078  -0.40
137 O -22.889 -15.052 22.958  -0.48
138 H -24.431 -17.726 24.241  0.43
139 O -22.320 -17.214 18.899  -0.22
140 C -16.732 -18.928 18.013  0.12
141 O -17.850 -10.625 23.483  -0.61
142 O -14.259 -14.220 23.519  -0.63
143 H -22.715 -21.426 21.488  0.40
144 H -24.599 -11.865 21.330  0.49
145 H -20.661 -16.030 24.988  0.41
146 N -24.595 -20.021 20.210  1.08
147 C -23.039 -20.587 22.087  -0.58
148 C -24.287 -15.196 20.562  1.01
149 C -14.057 -15.685 20.257  0.01
150 C -16.997 -23.317 22.819  0.07
151 H -17.044 -22.746 17.768  0.46
152 H -17.988 -20.769 24.758  0.44
153 C -16.406 -13.800 25.815  -0.27
154 H -20.190 -26.429 18.615  0.42
155 O -20.815 -24.518 20.239  -0.60
156 C -14.578 -18.114 25.824  -0.76
157 H -15.005 -21.590 16.863  0.35
158 H -21.884 -13.043 18.807  0.53
159 C -23.985 -18.492 23.624  -0.54
160 H -16.215 -14.804 25.466  0.75
161 C -15.858 -21.037 17.229  -0.78
162 H -17.286 -13.073 24.012  0.62

**2S+1**: 1
**Structure (SMILES)**: O=[N+]([O-])c1ccccc1.O=[N+]([O-])c1ccccc1.O=[N+]([O-])c1ccccc1.O=[N+]([O-])c1ccccc1.O=[N+]([O-])c1ccccc1.O=[N+]([O-])c1ccccc1.O=[N+]([O-])c1ccccc1.O=[N+]([O-])c1ccccc1.O=[N+]([O-])c1ccccc1.O=[N+]([O-])c1ccccc1.O=[N+]([O-])c1ccccc1.BrCCBr
**Highest occupied orbital energy**: -9.31 eV